Computed, not measured: a molecular structure, C22H16F2Na, with wB97M-V/def2-TZVPD.

HOMO: -2.57 eV
Kohn-Sham gap: 3.9 eV
charge: -1

Atoms and positions in Å:
F -3.551 3.421 -1.934
C -3.321 2.067 -1.925
C -4.415 1.217 -1.902
C -4.152 -0.158 -1.880
C -2.851 -0.651 -1.866
C -1.711 0.224 -1.896
C -0.395 -0.355 -1.865
C 0.920 0.225 -1.893
C 2.061 -0.650 -1.866
C 3.361 -0.158 -1.875
C 3.624 1.216 -1.891
C 2.531 2.066 -1.908
F 2.761 3.420 -1.899
C 1.213 1.620 -1.928
C -2.003 1.619 -1.943
H -5.430 1.618 -1.915
H -5.001 -0.843 -1.871
H -2.695 -1.731 -1.849
H -0.395 -1.456 -1.887
H 1.906 -1.732 -1.854
H 4.210 -0.844 -1.864
H 4.639 1.617 -1.898
H 0.409 2.343 -1.961
H -1.200 2.341 -1.995
C -1.310 -1.024 3.378
Na -0.106 -2.513 1.260
C -1.754 -0.299 2.261
C -0.631 0.097 1.504
C 0.548 -0.262 2.231
C 0.115 -1.009 3.389
C 1.035 -1.799 4.102
C 2.358 -1.829 3.686
C 2.796 -1.052 2.606
C 1.899 -0.298 1.855
H -1.908 -1.497 4.161
H -2.783 -0.026 2.020
H -0.614 0.654 0.575
H 0.680 -2.356 4.978
H 3.092 -2.424 4.245
H 3.854 -1.047 2.345
H 2.213 0.249 0.971